Entry 1:
Here is 3 unconnected molecules or ions with the total composition C28H66BO9P3 in a non-equilibrium geometry from OMol25. Energies are from ωB97M-V/def2-TZVPD.

XYZ file:
```
107
Properties=species:S:1:pos:R:3
C 8.15167 2.75744 1.91593
C 9.16143 1.64320 1.44476
C 8.79230 0.98048 0.06586
C 7.35675 0.29055 0.05179
C 6.61407 0.72995 -1.28953
C 5.61519 -0.37836 -1.82379
C 4.19657 -0.32820 -1.08006
C 3.81461 -1.70262 -0.39802
C 2.33371 -2.15792 -0.67687
C 1.24042 -1.04664 -0.44291
C 1.42856 -0.16699 0.84870
C 0.73005 -0.73037 2.15646
C 1.00438 -2.25334 2.46334
C -0.03848 -3.26438 1.85240
C -1.55139 -2.82575 1.98748
C -2.22002 -2.44575 0.56663
C -2.42647 -0.87333 0.46528
C -3.61468 -0.42853 -0.47060
P -3.23695 1.36473 -0.99060
C -4.87800 2.20339 -1.49941
C -4.94591 3.72368 -1.07460
C -5.68942 3.83757 0.32305
B -2.45045 2.29762 0.51824
C -2.91437 2.17271 2.05040
O -1.33390 3.14480 0.18124
H 7.12286 2.35657 2.09729
H 8.04748 3.57705 1.15677
H 8.54119 3.20110 2.87576
H 9.29442 0.89912 2.28111
H 10.16505 2.14081 1.31163
H 8.82708 1.76055 -0.74555
H 9.54326 0.17914 -0.14431
H 7.49842 -0.82659 0.09468
H 6.72958 0.60156 0.92410
H 6.06667 1.70258 -1.17019
H 7.43015 0.80133 -2.06647
H 5.45138 -0.22804 -2.91920
H 6.08564 -1.37305 -1.62056
H 4.30597 0.49767 -0.31566
H 3.43898 0.03353 -1.83030
H 4.05484 -1.64993 0.70355
H 4.48943 -2.49353 -0.81648
H 2.10266 -3.02723 -0.01066
H 2.30045 -2.54132 -1.73742
H 0.23097 -1.53659 -0.50739
H 1.29348 -0.35093 -1.32826
H 0.92715 0.82397 0.63033
H 2.48892 0.07711 1.09864
H 1.18031 -0.15067 3.01640
H -0.34917 -0.44530 2.12904
H 2.03626 -2.50346 2.07884
H 1.08038 -2.35940 3.58221
H 0.06899 -4.22180 2.44458
H 0.16860 -3.55569 0.78866
H -1.70190 -2.00148 2.73894
H -2.15563 -3.69452 2.37096
H -3.16940 -3.01281 0.38902
H -1.50480 -2.78531 -0.23850
H -2.63139 -0.51063 1.50067
H -1.42707 -0.45141 0.14807
H -4.54881 -0.44180 0.14823
H -3.68894 -1.11828 -1.34547
H -5.72287 1.63951 -1.01297
H -4.90828 2.13565 -2.61554
H -5.58946 4.24823 -1.83811
H -3.95980 4.25148 -1.08906
H -5.33895 3.07404 1.06210
H -5.66856 4.87208 0.74693
H -6.77196 3.58817 0.12214
H -3.57511 1.28952 2.25269
H -3.49895 3.08151 2.38250
H -2.04883 2.10871 2.77536
H -0.72804 2.53632 -0.27690
C -0.73792 1.03277 -4.94504
O 0.39880 0.84313 -4.08072
P 1.94800 1.22972 -4.71578
O 2.66595 0.09087 -4.02556
O 2.00485 2.58233 -3.78348
C 1.06980 3.63274 -4.02023
O 3.33081 1.76643 -5.58323
C 3.07638 2.54075 -6.76016
H -1.35409 0.13302 -4.91821
H -1.33246 1.87630 -4.58582
H -0.43887 1.22159 -5.97905
H 0.25080 3.56127 -3.30080
H 0.66265 3.59426 -5.03455
H 1.57472 4.58915 -3.88229
H 2.56868 3.47662 -6.50695
H 2.46602 1.96991 -7.46534
H 4.02915 2.77557 -7.23344
C -4.85638 -4.09750 5.07206
O -4.91010 -2.73710 4.60268
P -5.65244 -2.45961 3.07895
O -4.65020 -1.37811 2.74166
O -6.95778 -1.79252 3.82246
C -7.82388 -2.62461 4.59029
O -6.42108 -2.27857 1.55285
C -7.18838 -3.39759 1.09506
H -3.83980 -4.31571 5.40251
H -5.53549 -4.21802 5.91993
H -5.13096 -4.81117 4.29186
H -7.57584 -2.52965 5.64988
H -7.74700 -3.67478 4.29493
H -8.85178 -2.29374 4.44018
H -8.02776 -3.59450 1.76908
H -6.55656 -4.28718 1.02403
H -7.58013 -3.16756 0.10485
```

Its SMILES is CCCCCCCCCCCCCCCCCCP(CCC)B(C)O.COP(=O)(OC)OC.COP(=O)(OC)OC. The total energy comes out at -77071.1740 eV. The calculation puts the energy above the lowest of the compared OMol25 structures with the same formula, charge and spin at 0.0000 eV. The value obtained for the gap between HOMO and LUMO is 4.5 eV. For the strongest force on any atom, the calculation gives 0.190 Eh/bohr. The calculation puts the HOMO energy at -7.32 eV.


Entry 2:
Here is 7 unconnected molecules or ions with the total composition C28H67ClN2O8 in a non-equilibrium geometry from OMol25. Energies are from ωB97M-V/def2-TZVPD.

XYZ file:
```
106
Properties=species:S:1:pos:R:3
C -2.59640 0.48415 -2.96782
C -2.26950 -0.81890 -2.29652
N -3.17221 -1.60465 -1.96375
C -0.78950 -1.09329 -2.10808
N -0.46933 -1.79733 -0.83013
C 0.53719 -1.06763 -0.17788
O 1.66793 -1.28452 -0.26190
O 0.09012 0.00756 0.55798
Cl -0.94992 -0.52972 1.78207
H -2.42875 1.27402 -2.23775
H -1.86977 0.62328 -3.76478
H -3.60734 0.45732 -3.34012
H -2.70150 -2.41632 -1.54713
H -0.28210 -0.12848 -2.11907
H -0.40968 -1.62551 -2.97499
H 0.00855 -2.65147 -1.09316
C 3.84406 -3.44111 -0.09212
C 2.63387 -4.35679 -0.09033
O 2.59754 -5.27078 -1.17190
C 3.67738 -6.18571 -1.24634
C 3.79509 -7.08900 -0.03211
H 3.93508 -2.92241 -1.04688
H 3.76032 -2.69973 0.70187
H 4.76833 -3.99963 0.06916
H 1.73367 -3.75334 -0.18387
H 2.55274 -4.89103 0.86398
H 4.61727 -5.65284 -1.42888
H 3.49001 -6.79393 -2.13234
H 4.04589 -6.52621 0.86820
H 4.57757 -7.83284 -0.18560
H 2.85144 -7.60412 0.15617
C 1.58164 2.74149 0.85742
C 2.00897 3.57475 -0.33660
O 0.94363 3.88651 -1.21863
C -0.11818 4.64796 -0.67163
C 0.31025 6.01357 -0.16632
H 1.05534 1.84470 0.52707
H 2.45150 2.44350 1.44580
H 0.90733 3.29509 1.51624
H 2.72962 3.00785 -0.92861
H 2.52189 4.48881 -0.01574
H -0.63081 4.08303 0.11495
H -0.83928 4.77582 -1.48108
H 0.98442 5.93219 0.68780
H -0.55824 6.59282 0.15014
H 0.83582 6.56323 -0.94999
C 0.82328 4.76448 -4.21227
C 1.24575 5.59659 -5.41028
O 0.18432 5.91082 -6.29566
C -0.87640 6.66927 -5.74701
C -0.45352 8.03340 -5.22878
H 0.29873 3.86394 -4.53704
H 1.69077 4.47153 -3.62439
H 0.15126 5.31638 -3.55424
H 1.96720 5.03190 -6.00225
H 1.75686 6.51094 -5.08723
H -1.39063 6.09758 -4.96574
H -1.59446 6.80179 -6.55733
H 0.21773 7.95049 -4.37213
H -1.32682 8.60519 -4.91239
H 0.07148 8.59182 -6.00521
C -6.27789 -2.35942 -1.31234
C -7.79588 -2.41261 -1.27517
O -8.40191 -2.34742 -2.55442
C -8.07406 -3.39200 -3.45042
C -8.47434 -4.77266 -2.95857
H -5.93436 -1.48830 -1.86678
H -5.87438 -2.31088 -0.30025
H -5.85416 -3.24082 -1.79626
H -8.17122 -1.54837 -0.72547
H -8.14316 -3.30002 -0.73265
H -7.00734 -3.36051 -3.69961
H -8.61432 -3.17086 -4.37195
H -7.91051 -5.06514 -2.07121
H -8.28703 -5.51863 -3.73196
H -9.53344 -4.79373 -2.69712
C -0.40592 7.07676 4.68813
C -1.08658 5.94579 3.93629
O -0.20469 4.90527 3.55542
C 0.45256 4.22502 4.61052
C -0.49506 3.52768 5.57096
H 0.44053 7.46093 4.11680
H -1.10962 7.89076 4.86563
H -0.02660 6.74841 5.65732
H -1.50501 6.33957 3.00902
H -1.92735 5.54302 4.51187
H 1.12274 4.90738 5.14504
H 1.08721 3.47713 4.13295
H -1.11057 4.24082 6.12201
H 0.06761 2.94250 6.29907
H -1.16885 2.86295 5.02811
C 5.33524 -7.91655 5.48625
C 5.71205 -7.05248 4.29493
O 4.62260 -6.74609 3.44436
C 3.55729 -6.01784 4.02679
C 3.96206 -4.65077 4.55076
H 4.82214 -8.82090 5.15595
H 6.22793 -8.20214 6.04372
H 4.66869 -7.39191 6.17297
H 6.42870 -7.59250 3.67513
H 6.21278 -6.13430 4.62208
H 3.07313 -6.61053 4.81091
H 2.81830 -5.89107 3.23361
H 4.65425 -4.72775 5.39091
H 3.08400 -4.10199 4.89312
H 4.45693 -4.07232 3.76869
```

Its SMILES is [H]/N=C(/C)CNC(=O)OCl.CCOCC.CCOCC.CCOCC.CCOCC.CCOCC.CCOCC. The total energy comes out at -62000.1043 eV. The value obtained for the gap between HOMO and LUMO is 8.9 eV. For the strongest force on any atom, the calculation gives 0.074 Eh/bohr. The calculation puts the HOMO energy at -9.38 eV.